Record 1
5 unconnected molecules or ions with the total composition C31H73N4OP at a distorted geometry, computed with ωB97M-V/def2-TZVPD.

Summary:
- Electronic energy: -50621.188 eV
- SMILES string: C#CCPOCCCC.CCN(CC)CC.CCN(CC)CC.CCN(CC)CC.CCN(CC)CC

Atoms and positions in Å:
P  -4.22835  2.81354  0.47903
O  -5.16142  1.41416  0.85950
N  -0.81583  2.19658  -4.61754
N  3.07143  1.80057  3.01908
N  -0.71619  -4.99370  -7.84136
N  3.79571  -2.95480  6.51944
C  -7.57396  4.78411  1.64960
C  0.22882  -3.91172  -8.11374
C  1.49596  2.30484  1.06829
C  -1.25479  -4.79361  -5.34414
C  -2.46635  2.72039  1.22022
C  5.06548  -1.05006  5.51283
C  -1.71968  1.56001  -3.66436
C  1.02916  2.63839  4.32008
C  1.30684  2.02866  -3.19203
C  2.47809  -3.52129  6.80402
C  -6.51232  1.78760  1.34418
C  -1.92690  4.25879  1.25436
C  1.31102  -3.63564  -7.07251
C  0.18876  0.05620  -5.59487
C  -1.70438  -4.70342  -6.80154
C  -1.08743  -7.46551  -7.79168
C  -0.54537  1.37941  -5.79950
C  -0.09100  -6.31132  -7.78280
C  2.55234  1.40842  1.70968
C  -2.23684  2.50307  -2.58350
C  4.84892  -2.53254  8.81690
C  2.14296  1.60917  4.13391
C  4.83632  -3.29244  7.49150
C  3.74890  -1.56132  6.08732
C  -7.43446  2.47124  0.20765
C  1.68192  -2.92106  7.96064
C  4.58801  3.33843  4.27821
C  3.80085  3.06477  3.00120
C  0.35486  2.86398  -4.04667
C  -1.54033  5.52135  1.11623
C  -7.43845  4.08837  0.19878
H  4.92694  -0.03966  5.11567
H  -2.71155  3.38559  -3.02101
H  1.37136  2.03150  0.01581
H  0.21111  2.48276  3.61546
H  1.69012  0.61169  4.06716
H  -2.55265  -5.38519  -6.93637
H  -2.59591  1.19227  -4.21014
H  -0.68208  -3.91606  -5.04135
H  2.07278  -2.97621  -7.49966
H  0.11765  -0.54845  -6.50441
H  -7.51935  5.94098  1.48954
H  -0.32429  -2.98402  -8.30108
H  1.25153  0.21104  -5.40203
H  0.56449  -6.41413  -6.91030
H  -2.42516  2.27487  2.28599
H  4.08892  -2.90473  9.50502
H  0.52121  2.18173  1.54325
H  1.81716  -4.54586  -6.74406
H  1.96236  1.40775  -3.80395
H  0.72722  -4.13515  -9.06500
H  -8.55642  4.56283  2.20282
H  5.81775  -2.66908  9.30788
H  0.77813  1.38658  -2.48214
H  1.87138  -3.42851  5.89485
H  0.60652  2.54246  5.32539
H  -0.65784  -5.68766  -5.14465
H  -1.81998  2.16462  0.44935
H  0.54348  -6.43329  -8.66789
H  5.26840  2.51389  4.50896
H  3.00019  -1.46991  5.29229
H  -2.98469  1.98942  -1.97267
H  5.81177  -3.15022  7.01112
H  2.16046  0.38614  1.76467
H  -7.01748  0.76531  1.60067
H  2.07693  -3.23584  8.92782
H  4.80312  -4.36835  7.70472
H  0.64575  -3.26992  7.91400
H  -1.50643  1.15939  -6.28035
H  1.95142  2.69246  -2.60687
H  -4.83222  3.93890  1.18549
H  0.00392  1.97629  -6.53672
H  5.18953  4.24402  4.15384
H  -8.37522  4.42617  -0.41338
H  0.93162  3.34157  -4.84879
H  -8.51879  2.03670  0.19285
H  0.00499  3.70630  -3.43784
H  -0.54971  -8.41660  -7.85253
H  1.76963  3.36150  1.09876
H  5.41462  -1.68613  4.69473
H  4.52729  3.03394  2.18133
H  -0.23334  -0.53433  -4.77879
H  -2.13641  -3.70956  -6.97408
H  3.40217  1.34352  1.01913
H  1.65857  -1.82968  7.92993
H  -1.69036  -7.49266  -6.88016
H  5.84943  -0.99427  6.27293
H  -1.43925  2.83098  -1.91071
H  3.13904  3.91553  2.80216
H  3.93118  3.50187  5.13673
H  1.38764  3.66630  4.21923
H  0.90661  -3.12437  -6.19743
H  3.43078  -0.89362  6.89651
H  -6.62343  4.53527  2.28158
H  4.70496  -1.45685  8.68418
H  -6.44950  2.36364  2.33686
H  -2.13307  -4.84147  -4.69247
H  -1.44334  6.59136  0.68930
H  -1.25982  0.68782  -3.18508
H  -1.75742  -7.40417  -8.65375
H  -6.97754  2.14276  -0.81756
H  2.57351  -4.60124  6.96545
H  -6.50912  4.48517  -0.37856
H  2.72641  1.57069  5.06193

Atoms 1-3, force components in eV/Å:
-0.2331 0.0268 -1.3755
-0.2587 2.3622 1.0436
0.2074 0.0759 -0.3421

These are the Mulliken partial charges, in e, on atoms 1 to 6: P 0.119; O -0.409; N 0.121; N 0.397; N 0.098; N 0.079

Record 2
A gas-phase ion, C6H10N (charge +1) at a distorted geometry, computed with ωB97M-V/def2-TZVPD.

Summary:
- Electronic energy: -7865.734 eV
- SMILES string: CC[N+]1=CC=CC1
- Charge: +1
- Energy relative to the best compared isomer or geometry (same formula, charge and spin): 0.6144 eV

Atoms and positions in Å:
N  -0.34266  -0.38658  0.07291
C  -2.47934  -0.51384  0.40561
C  1.87560  0.54667  0.25431
C  -1.26483  -1.03890  0.72569
C  -2.21306  0.61506  -0.34197
C  1.05590  -0.78023  0.00541
C  -0.79224  0.76923  -0.55141
H  -0.32190  1.63471  -0.20552
H  1.75947  1.01422  1.23811
H  1.46455  -1.49418  0.72884
H  -3.43012  -0.90742  0.80314
H  -3.01443  1.34002  -0.72977
H  2.95720  0.64936  0.24724
H  1.52698  1.24423  -0.50633
H  -0.65052  0.50197  -1.68855
H  -1.11637  -1.92385  1.31582
H  1.25878  -1.16718  -1.11349

Atoms 1-3, force components in eV/Å:
2.9767 -2.7539 2.8340
-2.9271 2.1820 -0.3170
-0.2639 0.5990 -0.3067

These are the Mulliken partial charges, in e, on atoms 1 to 6: N 0.180; C -0.563; C -1.237; C 0.089; C -0.446; C -0.277

Record 3
7 unconnected molecules or ions with the total composition C34H49BCl12N3OS2 at a distorted geometry, computed with ωB97M-V/def2-TZVPD.

Summary:
- Electronic energy: -215187.663 eV
- Charge: -1
- Energy relative to the best compared isomer or geometry (same formula, charge and spin): 0.0000 eV

Atoms and positions in Å:
Cl  -3.84988  -6.26961  0.10533
Cl  10.20812  -4.17498  -2.06891
Cl  -9.52384  -3.03046  -2.50855
Cl  10.31747  -1.86332  -3.86689
Cl  4.28383  0.89759  4.92333
Cl  6.63727  -4.99484  1.76616
Cl  6.95900  -0.28372  5.19881
Cl  6.86229  -3.87140  -0.93383
Cl  -2.98088  -7.56984  2.58690
Cl  -7.59730  -1.87473  -0.61943
Cl  -10.05008  1.43405  -2.15683
Cl  -12.87616  0.85004  -1.63391
S  -2.44630  -0.33467  -2.10506
S  -3.62416  2.38180  -2.38396
O  2.71182  3.23504  1.12162
N  -4.73369  0.44351  -0.91150
N  2.45257  0.10568  -1.16259
N  3.10439  4.05209  -3.77734
C  -6.01330  3.45739  0.92605
C  6.01253  1.10747  4.64577
C  3.73302  -0.52275  -0.84331
C  5.03684  -2.19015  2.45369
C  5.11957  3.84049  -2.48512
C  -4.35201  -0.55020  0.09347
C  -7.34577  3.45890  0.53897
C  0.72946  2.01154  -0.70272
C  2.91352  1.86340  0.75780
C  -5.14360  2.49569  0.45763
C  -7.79256  2.49237  -0.34507
C  9.48371  -3.36710  -3.46523
C  -4.10631  -2.86671  0.74594
C  3.68246  -1.37963  0.43528
C  -3.68644  0.89306  -1.72794
C  3.02298  3.48251  2.47636
C  -0.16862  1.28929  -1.72697
C  -5.58955  1.50541  -0.40862
C  5.00143  -1.29947  1.20864
C  -3.52524  -2.48201  1.94476
C  3.16468  2.62495  -1.78032
C  -11.51435  0.63586  -2.74578
C  -3.34907  -1.13446  2.20473
C  7.23463  -5.23628  0.12021
C  -6.91489  1.52215  -0.81260
C  4.50907  2.95915  -1.59556
C  -1.05460  0.24855  -1.05792
C  -4.35614  -7.05623  1.60337
C  3.57986  4.89424  2.59054
C  -9.14000  -2.70297  -0.80661
C  -4.52532  -1.91054  -0.16446
C  4.37906  4.36209  -3.53317
C  2.55299  3.20240  -2.90030
C  -3.75666  -0.17464  1.29028
B  2.33660  1.61568  -0.76629
H  3.56499  -2.43620  0.17925
H  -4.94478  -6.35023  2.17762
H  -5.65117  4.21851  1.60335
H  4.30331  5.04754  1.79023
H  4.02844  -1.19367  -1.65838
H  -4.94498  -2.22941  -1.10717
H  4.66085  -1.65872  3.32836
H  -9.92400  -2.07959  -0.39119
H  -3.18399  -3.21752  2.66128
H  0.36795  0.86026  -2.57548
H  6.06280  -2.48427  2.67323
H  -9.09102  -3.65117  -0.28545
H  2.08628  3.40196  3.04428
H  -8.00415  4.22537  0.92409
H  -4.10888  2.53095  0.76334
H  5.09202  2.55640  -0.77567
H  3.74565  2.74399  2.83301
H  2.87499  -1.05218  1.09008
H  -4.94503  -7.92952  1.35158
H  3.98256  1.62349  0.87768
H  1.51512  2.94728  -3.09563
H  0.41466  1.67536  0.29531
H  6.15906  4.12587  -2.37102
H  -1.51841  0.73641  -0.20099
H  8.45145  -3.14070  -3.22686
H  -2.86624  -0.80624  3.11516
H  -4.23240  -3.91479  0.50567
H  -11.31294  -0.42299  -2.84376
H  4.09022  5.02803  3.54702
H  -3.57322  0.85884  1.53602
H  -11.78196  1.06304  -3.70459
H  -0.85243  2.02240  -2.16417
H  2.37936  0.05694  -2.17236
H  4.84718  5.07191  -4.20986
H  8.31097  -5.35683  0.15556
H  2.77979  5.62610  2.49778
H  9.54542  -4.03415  -4.31601
H  -0.47441  -0.61428  -0.73693
H  6.34517  1.98338  5.18884
H  5.81565  -1.58861  0.53848
H  5.20009  -0.26748  1.51192
H  -7.26307  0.77362  -1.50709
H  0.55900  3.08996  -0.71033
H  4.56502  0.18717  -0.72909
H  4.46584  -3.10875  2.31933
H  6.76504  -6.12263  -0.28863
H  2.33798  1.22602  1.44849
H  -8.82993  2.52544  -0.66602
H  6.17366  1.23206  3.58086

Atoms 1-3, force components in eV/Å:
0.0395 -0.3342 -0.0835
0.0937 -0.0702 0.0026
-0.0647 0.0313 0.0092

These are the Mulliken partial charges, in e, on atoms 1 to 6: Cl -0.148; Cl -0.152; Cl -0.184; Cl -0.159; Cl -0.147; Cl -0.140

no.,gap between HOMO and LUMO (eV)
1,8.7187
2,9.7251
3,6.1300